[1]
Here is a 2-piece molecular cluster, C2H8NO overall in a non-equilibrium geometry from the OMol25 dataset. Energies are from ωB97M-V with the def2-TZVPD basis set.

```
12
Properties=species:S:1:pos:R:3:forces:R:3
N 0.5490 -0.6668 -2.3417 -1.40 -0.77 1.06
H -0.3820 -0.9320 -2.6698 0.32 -0.02 -0.84
H 1.1503 -1.4880 -2.3627 -0.05 -0.07 0.12
H 0.9780 0.0441 -2.9263 -0.25 0.39 0.23
H 0.2645 -0.3854 -1.2709 1.91 0.35 -1.24
O 0.3438 0.3400 -0.0430 -0.53 0.43 0.56
C 0.0175 -0.0555 1.0647 -0.31 -1.40 0.70
C -0.9445 0.6094 1.9832 0.19 0.48 -0.54
H 0.3182 -1.0972 1.3737 0.12 0.74 -0.14
H -0.5131 1.0636 2.8753 0.42 0.02 -0.10
H -1.5878 -0.1745 2.3800 -0.29 0.01 -0.17
H -1.4663 1.3790 1.4044 -0.14 -0.16 0.37
```
Positions in Å, forces in eV/Å.

## Properties
- Energy above the lowest of the compared OMol25 structures with the same formula, charge and spin: 0.5896 eV
- E_LUMO: -3.68 eV
- Maximum force: 2.3 eV Å⁻¹
- Charge: +1
- Gap between HOMO and LUMO: 11.45 eV

[2]
Here is a 2-piece molecular cluster, C2H8NO overall in a non-equilibrium geometry from the OMol25 dataset. Energies are from ωB97M-V with the def2-TZVPD basis set.

```
12
Properties=species:S:1:pos:R:3:forces:R:3
O 2.1215 -0.5419 -0.9308 -0.29 -0.13 -0.47
H 0.3747 0.2015 -0.6425 0.19 -1.20 0.25
H 2.5356 -0.2027 -1.7240 0.45 0.89 -0.22
H 2.0856 -1.4588 -1.2142 -0.17 -0.65 0.52
C -0.4508 1.1069 1.0972 0.53 -0.58 -1.39
C -1.3480 -0.7769 -0.1208 -1.15 -0.42 -0.70
N -0.4511 0.1048 -0.0306 -0.09 1.01 0.83
H 0.1420 1.9451 0.7384 -0.41 0.28 0.16
H -1.4842 1.3267 1.3336 0.11 0.23 0.36
H 0.1323 0.6153 1.8713 -0.32 0.12 0.36
H -1.3401 -1.6715 -0.7374 0.66 0.40 -0.50
H -2.3175 -0.6485 0.3598 0.48 0.07 0.78
```
Positions in Å, forces in eV/Å.

## Properties
- Energy above the lowest of the compared OMol25 structures with the same formula, charge and spin: 1.1087 eV
- E_LUMO: -5.04 eV
- Maximum force: 1.6 eV Å⁻¹
- Charge: +1
- Gap between HOMO and LUMO: 11.42 eV

[3]
Here is a 3-piece molecular cluster, C2H8NO overall in a non-equilibrium geometry from the OMol25 dataset. Energies are from ωB97M-V with the def2-TZVPD basis set.

```
12
Properties=species:S:1:pos:R:3:forces:R:3
C -0.4679 0.5875 1.0553 0.77 2.20 0.52
C 0.1579 0.7638 -0.2617 -2.34 2.29 4.10
N -0.3871 0.0453 -1.3051 -2.03 -4.61 -3.40
O 1.3548 1.1351 -0.4670 5.24 1.53 -1.27
H -1.1913 1.4422 1.2884 0.78 -1.22 -0.08
H -0.9820 -0.3295 0.9484 -0.85 -1.12 0.98
H 0.3688 0.5910 1.8161 -1.23 -0.31 -0.48
H -0.1302 -2.1536 -0.1567 1.61 -2.51 1.65
H 0.2863 -2.7926 0.2778 -1.52 2.36 -1.62
H 0.1146 -0.1479 -2.1844 0.20 0.71 0.16
H -1.0968 -0.7969 -1.1692 1.35 2.10 0.20
H 1.9730 1.6557 0.1581 -1.99 -1.42 -0.76
```
Positions in Å, forces in eV/Å.

## Properties
- Multiplicity: 3
- Energy above the lowest of the compared OMol25 structures with the same formula, charge and spin: 0.6779 eV
- E_LUMO (alpha / beta): -3.71 / -9.64 eV
- Expectation value of S²: 2.01
- Maximum force: 6.1 eV Å⁻¹
- Charge: +1
- Gap between HOMO and LUMO (alpha / beta): 8.02 / 7.98 eV

[4]
Here is a 2-piece molecular cluster, C2H8NO2 overall in a non-equilibrium geometry from the OMol25 dataset. Energies are from ωB97M-V with the def2-TZVPD basis set.

```
13
Properties=species:S:1:pos:R:3:forces:R:3
C -0.0005 -1.6792 1.8589 -0.85 0.25 -0.33
O -0.0217 -0.2615 2.0585 1.22 -1.55 -0.88
H 0.8287 -2.0011 1.0763 -2.27 0.61 0.68
H -1.1518 -1.9246 1.7325 2.28 -0.49 -0.75
H 0.3039 -2.3277 2.7020 -0.05 0.75 0.50
N -0.9310 1.5120 -1.8444 2.72 -1.64 -1.10
C 0.4983 0.7975 -1.4200 -0.44 0.71 0.75
O 0.7114 0.5568 -0.1194 -0.29 0.43 -0.35
H -0.8137 2.3842 -2.3402 0.04 0.14 0.50
H -1.5605 1.5404 -1.0913 -0.56 0.34 1.21
H 1.3405 1.5157 -1.6890 -1.04 -0.54 -0.94
H 0.4964 -0.1683 -1.9799 0.03 0.71 -0.36
H 0.3001 0.0558 1.0559 -0.78 0.29 1.08
```
Positions in Å, forces in eV/Å.

## Properties
- Energy above the lowest of the compared OMol25 structures with the same formula, charge and spin: 1.7401 eV
- E_LUMO: 4.47 eV
- Maximum force: 3.4 eV Å⁻¹
- Charge: -1
- Gap between HOMO and LUMO: 7.95 eV

Please write out number 2 again, unchanged.
Here is a 2-piece molecular cluster, C2H8NO overall in a non-equilibrium geometry from the OMol25 dataset. Energies are from ωB97M-V with the def2-TZVPD basis set.

```
12
Properties=species:S:1:pos:R:3:forces:R:3
O 2.1215 -0.5419 -0.9308 -0.29 -0.13 -0.47
H 0.3747 0.2015 -0.6425 0.19 -1.20 0.25
H 2.5356 -0.2027 -1.7240 0.45 0.89 -0.22
H 2.0856 -1.4588 -1.2142 -0.17 -0.65 0.52
C -0.4508 1.1069 1.0972 0.53 -0.58 -1.39
C -1.3480 -0.7769 -0.1208 -1.15 -0.42 -0.70
N -0.4511 0.1048 -0.0306 -0.09 1.01 0.83
H 0.1420 1.9451 0.7384 -0.41 0.28 0.16
H -1.4842 1.3267 1.3336 0.11 0.23 0.36
H 0.1323 0.6153 1.8713 -0.32 0.12 0.36
H -1.3401 -1.6715 -0.7374 0.66 0.40 -0.50
H -2.3175 -0.6485 0.3598 0.48 0.07 0.78
```
Positions in Å, forces in eV/Å.

## Properties
- Energy above the lowest of the compared OMol25 structures with the same formula, charge and spin: 1.1087 eV
- E_LUMO: -5.04 eV
- Maximum force: 1.6 eV Å⁻¹
- Charge: +1
- Gap between HOMO and LUMO: 11.42 eV

The lowest energy above the lowest of the compared OMol25 structures with the same formula, charge and spin belongs to which entry?
number 1

Please write out number 4 again, unchanged.
Here is a 2-piece molecular cluster, C2H8NO2 overall in a non-equilibrium geometry from the OMol25 dataset. Energies are from ωB97M-V with the def2-TZVPD basis set.

```
13
Properties=species:S:1:pos:R:3:forces:R:3
C -0.0005 -1.6792 1.8589 -0.85 0.25 -0.33
O -0.0217 -0.2615 2.0585 1.22 -1.55 -0.88
H 0.8287 -2.0011 1.0763 -2.27 0.61 0.68
H -1.1518 -1.9246 1.7325 2.28 -0.49 -0.75
H 0.3039 -2.3277 2.7020 -0.05 0.75 0.50
N -0.9310 1.5120 -1.8444 2.72 -1.64 -1.10
C 0.4983 0.7975 -1.4200 -0.44 0.71 0.75
O 0.7114 0.5568 -0.1194 -0.29 0.43 -0.35
H -0.8137 2.3842 -2.3402 0.04 0.14 0.50
H -1.5605 1.5404 -1.0913 -0.56 0.34 1.21
H 1.3405 1.5157 -1.6890 -1.04 -0.54 -0.94
H 0.4964 -0.1683 -1.9799 0.03 0.71 -0.36
H 0.3001 0.0558 1.0559 -0.78 0.29 1.08
```
Positions in Å, forces in eV/Å.

## Properties
- Energy above the lowest of the compared OMol25 structures with the same formula, charge and spin: 1.7401 eV
- E_LUMO: 4.47 eV
- Maximum force: 3.4 eV Å⁻¹
- Charge: -1
- Gap between HOMO and LUMO: 7.95 eV

charge of number 3 (C2H8NO)?
+1